Molecular formula: C6H13O3
Method: DFT, ωB97M-V with the def2-TZVPD basis set

```
22
C6H13O3 ωB97M-V with the def2-TZVPD basis set
H -2.07192 -0.28466 1.03464
C -1.40716 -0.43425 0.13870
C -2.02637 0.17415 -1.10713
C -0.05263 0.15885 0.51283
C 0.49129 -0.58902 1.71925
O 0.74345 -0.11937 -0.69782
C 1.94184 0.51665 -0.79544
O 2.39456 1.32207 0.00518
C 2.67371 0.05097 -2.03546
H -1.21510 -1.51353 -0.01739
H -3.05447 -0.20165 -1.16578
H -2.08193 1.27904 -1.03579
H -1.48037 -0.16292 -2.01227
H -0.05063 1.24724 0.68374
H -0.24981 -0.44454 2.51569
H 0.53256 -1.66681 1.48128
H 1.46465 -0.21014 2.07730
H 2.06450 -0.65798 -2.62393
H 2.99056 0.89352 -2.66049
H 3.60868 -0.42728 -1.72467
O -2.22272 0.45391 2.53046
H -2.99270 0.61575 3.17710
```

lowest unoccupied orbital energy (alpha / beta): 0.61 / -2.50 eV
energy relative to the best compared isomer or geometry (same formula, charge and spin): 22.0 kcal per mole
2S+1: 2
net charge: 0
⟨S²⟩: 0.75
HOMO-LUMO gap (alpha / beta): 10.729 / 7.628 eV